# C3H11NOS2

2 unconnected molecules or ions with the total composition C3H11NOS2 at a distorted geometry (ωB97M-V/def2-TZVPD, the OMol25 dataset).

Values from the calculation:
**SMILES string**: CSSCCN.O
**E**: -1047.232116 hartree
**Relative energy (zero: lowest compared OMol25 entry of this formula, charge and spin)**: 92.5 kJ/mol
**Frontier orbital gap**: 0.306 Ha
**HOMO energy**: -7.726 eV

Cartesian coordinates (Å):
H -0.4297 1.5802 0.7757
C -2.0002 -2.5053 -1.7642
S -1.5382 0.4436 -0.8921
H 2.7994 1.4025 1.2191
S -1.0458 -1.5030 -0.5365
H 2.6017 2.1162 4.0154
N 2.2850 1.4638 0.3446
H 1.5378 -0.1728 -0.7561
O 2.8955 1.2203 3.9485
H -1.3142 -3.0582 -2.3927
C 1.2425 0.4360 0.0900
H -2.4352 -1.6877 -2.3509
C -0.0422 1.2299 -0.1792
H 2.2856 0.7758 3.3848
H 1.1401 -0.1873 0.9789
H -2.7932 -3.0406 -1.2616
H 0.2133 2.0939 -0.7892
H 3.0520 1.2448 -0.2926